(i)
Density functional theory data (ωB97M-V/def2-TZVPD) for a structure of composition H22HeO11.

Geometry (Å):
He -0.483 0.216 0.571
O -2.858 1.871 -0.375
H -2.972 0.934 -0.530
H -2.048 2.093 -0.834
O 1.794 -2.172 2.889
H 2.335 -2.897 3.201
H 0.900 -2.515 2.904
O 3.010 1.115 -1.234
H 3.204 0.406 -0.621
H 3.860 1.350 -1.607
O -0.743 -1.999 -2.310
H -0.094 -2.696 -2.398
H -1.156 -1.945 -3.171
O 2.848 3.611 1.056
H 2.473 2.737 1.162
H 2.868 3.751 0.109
O 1.573 -0.454 -3.047
H 0.720 -0.585 -2.632
H 2.039 0.138 -2.456
O -3.097 -0.809 -1.189
H -3.742 -1.332 -0.712
H -2.429 -1.440 -1.457
O -0.635 2.945 -1.682
H -1.093 2.838 -2.516
H -1.170 3.569 -1.193
O -3.204 1.848 2.285
H -3.065 1.755 1.343
H -3.091 0.963 2.633
O -0.971 -2.489 3.660
H -1.419 -3.261 3.315
H -1.582 -1.769 3.507
O 3.042 -1.685 0.378
H 2.567 -1.820 1.198
H 2.614 -2.272 -0.246

The calculation puts the LUMO energy at -0.25 eV. Its highest occupied orbital energy is -10.5 eV. As for the HOMO-LUMO gap: 0.378 Ha.



(ii)
Density functional theory data (ωB97M-V/def2-TZVPD) for a structure of composition H22HeO11.

Geometry (Å):
He -3.610 -4.513 6.540
O -3.334 -7.559 3.036
H -3.483 -6.658 3.320
H -3.084 -8.025 3.834
O -5.111 -7.083 6.957
H -5.394 -7.997 6.934
H -5.886 -6.599 7.243
O -5.768 -4.052 5.187
H -5.328 -3.316 5.613
H -5.120 -4.394 4.570
O -3.840 -4.831 3.452
H -3.118 -4.216 3.581
H -4.109 -4.699 2.543
O -4.625 -2.023 6.761
H -5.015 -1.153 6.848
H -5.048 -2.544 7.444
O -2.610 -7.639 5.734
H -2.045 -6.869 5.668
H -3.381 -7.331 6.210
O -2.459 -2.675 4.784
H -2.044 -3.488 5.072
H -3.114 -2.488 5.457
O -2.997 -5.954 8.673
H -3.725 -6.370 8.210
H -2.584 -6.667 9.159
O -5.488 -3.552 8.740
H -5.974 -4.372 8.659
H -4.948 -3.668 9.522
O -1.759 -3.537 9.261
H -2.215 -4.256 8.823
H -1.815 -2.807 8.644
O -1.264 -5.247 5.213
H -0.935 -5.617 4.393
H -0.571 -4.656 5.505

The calculation puts the LUMO energy at -0.10 eV. Its highest occupied orbital energy is -10.3 eV. As for the HOMO-LUMO gap: 0.374 Ha.



(iii)
Density functional theory data (ωB97M-V/def2-TZVPD) for a structure of composition H22HeO11.

Geometry (Å):
He -0.369 0.180 0.156
O -1.920 -1.008 2.602
H -1.164 -0.436 2.468
H -2.672 -0.415 2.605
O 2.651 0.027 2.991
H 2.970 -0.408 3.781
H 2.858 -0.582 2.282
O 1.145 -0.593 -3.441
H 2.057 -0.741 -3.192
H 1.048 0.359 -3.442
O 0.028 1.167 2.603
H 0.926 0.845 2.517
H -0.012 1.531 3.488
O -1.985 2.748 1.325
H -1.303 2.184 1.689
H -1.905 2.641 0.377
O 1.157 -1.973 -0.792
H 0.788 -1.719 -1.638
H 1.279 -2.920 -0.858
O 0.424 1.956 -3.081
H 1.098 2.537 -2.728
H 0.033 2.451 -3.801
O -2.813 -0.394 -1.743
H -2.579 -1.075 -1.113
H -3.630 -0.026 -1.407
O -1.707 2.206 -1.341
H -0.922 2.270 -1.885
H -2.035 1.320 -1.496
O -1.537 -2.666 0.225
H -0.604 -2.698 0.014
H -1.602 -2.024 0.932
O 3.458 -1.620 1.022
H 2.701 -1.803 0.465
H 4.136 -1.321 0.415

The calculation puts the LUMO energy at -0.09 eV. Its highest occupied orbital energy is -9.9 eV. As for the HOMO-LUMO gap: 0.361 Ha.



Quick one: least stable of them? (i)



(i)
Density functional theory data (ωB97M-V/def2-TZVPD) for a cluster of 2 separate species, C2H6ClN3 in total.

Geometry (Å):
C 0.921 0.827 -0.258
C -0.445 0.512 0.323
N 1.005 -1.879 0.641
N -0.181 -1.728 0.611
N -1.539 0.808 -0.515
Cl -3.062 -0.063 0.047
H 0.901 1.033 -1.346
H 1.704 0.095 0.061
H 1.202 1.769 0.213
H -0.465 0.543 1.488
H 1.431 -2.732 0.312
H -1.474 0.815 -1.576

The calculation puts the LUMO energy (spin up / spin down) at 0.21 / 0.19 eV. Its highest occupied orbital energy (spin up / spin down) is -7.7 / -6.7 eV. As for the HOMO-LUMO gap (spin up / spin down): 0.291 / 0.255 Ha.



(ii)
Density functional theory data (ωB97M-V/def2-TZVPD) for the molecule C2H6ClN3.

Geometry (Å):
H -1.547 -0.869 -1.972
N -0.626 -1.034 -1.490
C -0.222 -0.343 -0.563
C 0.963 -0.948 0.003
Cl 2.629 -0.287 -0.189
N -0.751 0.757 -0.001
N -0.154 1.122 1.226
H 0.763 -1.105 1.057
H 1.033 -1.981 -0.442
H -1.544 1.333 -0.452
H 0.307 1.946 0.821
H -0.851 1.409 2.003

The calculation puts the LUMO energy at 0.71 eV. Its highest occupied orbital energy is -9.3 eV. As for the HOMO-LUMO gap: 0.367 Ha. Its SMILES is [H]/N=C(/CCl)NN.



Quick one: least stable of them? (i)



(i)
Density functional theory data (ωB97M-V/def2-TZVPD) for the molecule C5H7FS2.

Geometry (Å):
C -0.377 1.661 0.619
C -0.241 0.696 -0.523
S 0.996 1.265 -1.931
C -0.014 -0.804 -0.129
C -1.037 -1.869 -0.153
S -2.510 -1.985 -0.871
C 1.065 -1.170 0.454
F 2.242 -0.544 0.450
H 0.597 2.113 0.911
H -0.992 1.230 1.375
H -0.962 2.620 0.317
H -1.264 0.642 -1.072
H 1.963 1.027 -0.960
H -0.540 -2.687 0.383
H 1.074 -2.196 1.130

The calculation puts the LUMO energy at -0.73 eV. Its highest occupied orbital energy is -9.0 eV. As for the HOMO-LUMO gap: 0.305 Ha. Its SMILES is C[C@@H](S)/C(C=S)=C\F.



(ii)
Density functional theory data (ωB97M-V/def2-TZVPD) for the molecule C5H7FS2.

Geometry (Å):
C 0.454 1.567 0.531
C 0.903 0.773 -0.682
F 0.386 1.312 -1.842
C 0.496 -0.761 -0.618
C -0.933 -1.101 -0.341
S -1.916 -1.477 -1.640
C -1.408 -1.185 1.027
S -0.632 -2.112 2.103
H -0.639 1.728 0.467
H 0.883 2.588 0.532
H 0.740 1.020 1.400
H 1.997 0.754 -0.832
H 0.924 -1.123 -1.567
H 1.091 -1.268 0.173
H -2.346 -0.715 1.288

The calculation puts the LUMO energy at -1.66 eV. Its highest occupied orbital energy is -8.9 eV. As for the HOMO-LUMO gap: 0.268 Ha. Its SMILES is C[C@H](F)CC(=S)C=S.



Quick one: least stable of them? (i)



(i)
Density functional theory data (ωB97M-V/def2-TZVPD) for the ion C3H9N2S with charge -1.

Geometry (Å):
N -0.793 -2.384 0.225
C -1.086 -0.969 0.238
N 0.017 -0.134 0.762
C 0.860 0.465 -0.237
C 0.719 1.952 -0.519
S -0.324 2.568 -1.835
H -0.735 -2.791 1.147
H 0.079 -2.517 -0.276
H -1.939 -0.900 0.937
H -1.381 -0.626 -0.755
H -0.312 0.481 1.490
H 1.916 0.258 0.104
H 0.791 -0.128 -1.157
H 0.436 2.391 0.489
H 1.753 2.334 -0.613

The calculation puts the LUMO energy at 4.07 eV. The total charge is -1. Its highest occupied orbital energy is -2.3 eV. As for the HOMO-LUMO gap: 0.234 Ha. Its SMILES is NCNCC[S-].



(ii)
Density functional theory data (ωB97M-V/def2-TZVPD) for the ion C3H9N2S with charge -1.

Geometry (Å):
N 2.603 0.461 -1.113
C 1.350 -0.266 -1.225
C 0.461 -0.002 0.013
N 0.207 1.455 0.110
C -0.861 -0.748 -0.210
S -1.988 -0.506 1.268
H 3.030 0.278 -0.204
H 2.325 1.417 -0.864
H 0.826 -0.197 -2.193
H 1.469 -1.361 -1.248
H 0.976 -0.443 0.901
H -0.477 1.420 0.892
H -0.332 1.746 -0.700
H -0.593 -1.773 -0.344
H -1.439 -0.348 -1.080

The calculation puts the LUMO energy at 4.14 eV. The total charge is -1. Its highest occupied orbital energy is -2.6 eV. As for the HOMO-LUMO gap: 0.247 Ha. Its SMILES is NC[C@@H](N)C[S-].



Quick one: least stable of them? (i)